[1]
{"formula": "C27H39ClN7S2SbSe4Ti", "method": "ωB97M-V/def2-TZVPD", "total_charge": -2, "total_energy_ev": -364296.7298, "gap_ev": 4.9, "elements": ["Ti", "Se", "Sb", "Se", "Se", "Se", "N", "S", "C", "C", "C", "C", "C", "C", "C", "C", "C", "C", "C", "C", "H", "H", "H", "H", "H", "H", "H", "H", "H", "H", "H", "C", "C", "N", "C", "C", "N", "C", "C", "H", "H", "H", "H", "H", "H", "H", "H", "H", "H", "H", "H", "C", "N", "C", "N", "S", "H", "H", "H", "H", "H", "H", "N", "N", "H", "H", "H", "H", "Cl", "C", "C", "C", "C", "C", "C", "C", "H", "H", "H", "H", "H", "H"], "positions_angstrom": [[2.066, -1.048, 2.484], [3.719, 1.062, 6.517], [3.934, -0.262, 4.458], [2.933, 1.285, 2.607], [1.700, -3.151, 3.304], [6.242, -0.829, 3.802], [0.962, -1.287, 0.756], [-0.188, -2.408, 0.726], [0.394, -3.682, -0.401], [1.576, -3.503, -1.091], [1.995, -4.484, -1.979], [1.244, -5.637, -2.145], [0.061, -5.810, -1.433], [-0.370, -4.829, -0.556], [-1.507, -1.730, -0.266], [-2.676, -1.459, 0.436], [-3.744, -0.878, -0.231], [-3.625, -0.567, -1.578], [-2.450, -0.838, -2.269], [-1.379, -1.433, -1.616], [0.968, -0.711, -0.084], [2.139, -2.586, -0.961], [2.900, -4.331, -2.550], [1.573, -6.401, -2.838], [-0.527, -6.710, -1.566], [-1.294, -4.949, -0.001], [-2.728, -1.677, 1.496], [-4.659, -0.656, 0.304], [-4.451, -0.099, -2.100], [-2.360, -0.577, -3.315], [-0.450, -1.626, -2.144], [-1.432, 1.820, 0.039], [-2.020, 3.119, -0.578], [-1.045, 4.212, -0.482], [-0.732, 4.433, 0.934], [-0.181, 3.132, 1.578], [-0.100, 2.083, 0.569], [0.771, 2.520, -0.520], [0.184, 3.801, -1.175], [-1.350, 1.038, -0.718], [-2.052, 1.436, 0.853], [-2.931, 3.435, -0.059], [-2.270, 2.976, -1.633], [-1.646, 4.773, 1.432], [-0.003, 5.247, 0.993], [-0.831, 2.774, 2.382], [0.815, 3.273, 2.004], [0.850, 1.706, -1.246], [1.766, 2.693, -0.105], [-0.064, 3.632, -2.226], [0.891, 4.634, -1.130], [-1.910, 2.443, 5.996], [-1.701, 1.565, 4.871], [-0.504, 0.989, 4.571], [0.551, 1.415, 5.241], [-0.469, -0.214, 3.389], [-2.966, 2.700, 6.045], [-1.351, 3.375, 5.882], [-1.621, 1.978, 6.944], [-2.490, 1.129, 4.429], [0.511, 2.147, 5.929], [1.491, 1.069, 5.068], [4.646, -0.859, 0.573], [3.895, -1.700, 1.473], [5.581, -0.809, 0.980], [4.271, 0.078, 0.715], [4.501, -1.956, 2.268], [3.663, -2.561, 0.989], [0.514, -2.815, -4.730], [-0.241, -1.227, -4.834], [-1.262, -1.066, -5.741], [-1.945, 0.146, -5.855], [-1.530, 1.190, -5.012], [-0.508, 1.032, -4.110], [0.224, -0.202, -3.938], [1.209, -0.365, -2.990], [-1.535, -1.911, -6.363], [-2.747, 0.271, -6.570], [-2.026, 2.154, -5.070], [-0.212, 1.871, -3.488], [1.541, 0.476, -2.394], [1.798, -1.271, -2.943]]}



[2]
{"formula": "C27H39F5O17", "method": "ωB97M-V/def2-TZVPD", "smiles": "CCCC[C@@]1(OCC)OC(=O)O[C@]1(CCF)CCCCO.O=C1OC[C@@H](F)O1.O=C1OC[C@@H](F)O1.O=C1OC[C@@H](F)O1.O=C1OC[C@@H](F)O1", "total_energy_ev": -77017.8390, "gap_ev": 10.5, "elements": ["C", "C", "C", "C", "C", "O", "C", "C", "O", "C", "O", "O", "C", "C", "C", "F", "C", "C", "C", "C", "O", "H", "H", "H", "H", "H", "H", "H", "H", "H", "H", "H", "H", "H", "H", "H", "H", "H", "H", "H", "H", "H", "H", "H", "H", "H", "H", "H", "C", "C", "O", "C", "O", "O", "F", "H", "H", "H", "C", "C", "O", "C", "O", "O", "F", "H", "H", "H", "C", "C", "O", "C", "O", "O", "F", "H", "H", "H", "C", "C", "O", "C", "O", "O", "F", "H", "H", "H"], "positions_angstrom": [[-2.336, -2.864, 3.989], [-3.298, -3.255, 2.720], [-4.664, -2.296, 2.607], [-4.328, -0.693, 2.536], [-3.877, -0.156, 1.037], [-3.840, -1.352, 0.180], [-3.795, -1.018, -1.251], [-4.238, -2.412, -2.061], [-4.976, 0.828, 0.762], [-4.570, 2.055, 0.058], [-5.292, 3.097, -0.359], [-3.083, 1.871, -0.021], [-2.584, 0.903, 0.975], [-2.247, 1.804, 2.302], [-2.151, 3.434, 2.008], [-0.998, 3.828, 1.167], [-1.170, 0.109, 0.707], [-0.025, 1.043, -0.071], [0.617, 0.176, -1.348], [1.351, -1.214, -0.883], [2.188, -1.084, 0.335], [-2.050, -3.879, 4.533], [-1.378, -2.322, 3.529], [-2.832, -2.079, 4.731], [-3.708, -4.355, 2.831], [-2.667, -3.223, 1.722], [-5.416, -2.679, 1.781], [-5.229, -2.471, 3.644], [-5.328, -0.123, 2.854], [-3.542, -0.423, 3.380], [-2.691, -0.784, -1.638], [-4.558, -0.202, -1.598], [-4.963, -2.979, -1.302], [-3.322, -3.136, -2.231], [-4.859, -2.201, -3.030], [-3.032, 1.691, 3.183], [-1.196, 1.519, 2.792], [-3.158, 3.901, 1.618], [-1.965, 3.929, 3.078], [-1.282, -0.857, 0.023], [-0.649, -0.289, 1.705], [0.878, 1.272, 0.665], [-0.496, 2.000, -0.554], [1.371, 0.824, -1.970], [-0.309, -0.083, -2.038], [0.483, -1.983, -0.598], [1.927, -1.718, -1.788], [1.911, -1.863, 0.925], [-0.581, 6.440, -1.114], [0.319, 5.591, -1.946], [0.683, 6.441, -3.010], [0.636, 7.700, -2.490], [1.145, 8.676, -3.014], [-0.044, 7.733, -1.303], [-0.351, 4.533, -2.456], [-1.620, 6.423, -1.463], [-0.561, 6.157, -0.058], [1.219, 5.247, -1.425], [6.526, -2.106, 0.606], [6.812, -3.453, 1.178], [5.553, -3.891, 1.636], [4.648, -3.286, 0.817], [3.480, -3.624, 0.719], [5.210, -2.257, 0.112], [7.643, -3.358, 2.241], [6.541, -1.313, 1.361], [7.218, -1.840, -0.197], [7.212, -4.172, 0.455], [10.669, -6.640, 1.487], [9.638, -5.575, 1.648], [9.334, -5.208, 0.322], [9.554, -6.332, -0.416], [9.145, -6.495, -1.554], [10.283, -7.259, 0.277], [10.154, -4.497, 2.280], [11.682, -6.238, 1.383], [10.659, -7.356, 2.314], [8.727, -5.905, 2.157], [-4.331, 4.067, -3.720], [-5.362, 5.133, -3.560], [-5.666, 5.500, -4.886], [-5.446, 4.375, -5.624], [-5.855, 4.213, -6.762], [-4.717, 3.448, -4.931], [-4.846, 6.211, -2.927], [-3.318, 4.470, -3.825], [-4.341, 3.352, -2.894], [-6.273, 4.802, -3.050]]}



[3]
{"formula": "C27H39N3O2", "method": "ωB97M-V/def2-TZVPD", "smiles": "COc1cccc(CN2CCN(C3CCN(c4cccc(C)c4C)CC3)C[C@@H]2CCO)c1", "total_energy_ev": -37197.0286, "gap_ev": 8.7, "elements": ["C", "H", "O", "C", "C", "C", "C", "C", "C", "H", "C", "N", "C", "C", "N", "C", "H", "C", "C", "H", "H", "C", "O", "H", "H", "H", "H", "H", "C", "C", "C", "N", "C", "C", "C", "C", "C", "C", "C", "H", "H", "H", "C", "H", "H", "H", "H", "H", "H", "C", "C", "H", "H", "H", "H", "H", "H", "H", "H", "H", "H", "H", "H", "H", "H", "H", "H", "H", "H", "H", "H"], "positions_angstrom": [[-0.881, -8.147, 2.059], [-1.828, -8.525, 2.457], [-0.846, -6.742, 2.054], [-1.769, -6.071, 1.304], [-2.757, -6.667, 0.533], [-3.634, -5.869, -0.188], [-3.541, -4.494, -0.147], [-2.553, -3.888, 0.624], [-1.674, -4.679, 1.339], [-0.894, -4.241, 1.944], [-2.458, -2.386, 0.674], [-2.523, -1.830, -0.669], [-1.389, -2.206, -1.492], [-0.104, -1.442, -1.144], [-0.350, -0.015, -1.238], [-1.429, 0.368, -0.346], [-1.595, 1.441, -0.437], [-2.702, -0.386, -0.762], [-3.942, 0.094, -0.003], [-3.717, 0.251, 1.054], [-4.715, -0.669, -0.098], [-4.500, 1.394, -0.578], [-4.968, 1.150, -1.886], [-5.300, 1.971, -2.262], [-3.721, 2.170, -0.588], [-5.323, 1.746, 0.061], [-2.874, -0.186, -1.826], [-1.202, 0.142, 0.711], [0.856, 0.795, -1.170], [0.628, 2.190, -1.760], [1.958, 2.941, -1.823], [2.479, 3.074, -0.480], [3.456, 4.067, -0.255], [4.310, 4.504, -1.264], [5.255, 5.479, -1.010], [5.368, 6.018, 0.257], [4.514, 5.613, 1.275], [3.538, 4.651, 1.019], [2.557, 4.272, 2.089], [2.191, 5.163, 2.596], [1.714, 3.749, 1.649], [3.018, 3.630, 2.841], [4.639, 6.227, 2.638], [5.517, 6.867, 2.689], [3.762, 6.833, 2.869], [4.724, 5.458, 3.403], [6.121, 6.767, 0.459], [5.916, 5.807, -1.800], [4.246, 4.071, -2.250], [2.771, 1.776, 0.100], [1.486, 0.961, 0.222], [0.791, 1.485, 0.880], [1.713, -0.013, 0.658], [3.228, 1.916, 1.080], [3.490, 1.222, -0.531], [1.802, 3.941, -2.235], [2.647, 2.390, -2.488], [-0.058, 2.759, -1.133], [0.196, 2.099, -2.756], [1.587, 0.285, -1.811], [0.676, -1.712, -1.860], [0.240, -1.741, -0.138], [-1.220, -3.279, -1.391], [-1.654, -1.987, -2.530], [-1.548, -2.101, 1.227], [-3.317, -2.009, 1.234], [-4.215, -3.873, -0.715], [-4.399, -6.341, -0.788], [-2.856, -7.740, 0.482], [-0.718, -8.558, 1.057], [-0.067, -8.460, 2.711]]}